The following is a DFT calculation (ωB97M-V/def2-TZVPD) of a molecular structure, C34H25CrN4O7PS at a distorted geometry.

Cartesian coordinates (Å):
Cr (-0.0045, 0.7362, -1.9592)
S (-0.7923, 2.5992, -3.2826)
P (-1.4950, 1.4667, 1.0226)
O (1.0510, -0.7963, -1.1543)
O (1.3810, 3.8007, -0.7938)
O (2.1118, 0.6978, -2.3205)
O (6.6323, -4.5077, 0.0641)
O (-1.6769, -0.2457, -1.3886)
O (0.2819, 1.9092, -0.3206)
O (7.8710, -3.0810, -1.0632)
N (-0.2477, -0.1337, -3.6548)
N (6.7554, -3.4424, -0.5987)
N (0.1539, 0.5683, -4.7460)
N (0.3785, 2.6777, -5.6517)
C (-0.2069, 4.0468, 3.9964)
C (-1.2646, -2.1283, -2.8217)
C (5.6454, -2.6600, -0.8269)
C (-0.6465, -1.3554, -3.8452)
C (0.7354, -0.0320, 1.7809)
C (-3.1625, 1.4355, 1.8428)
C (-3.7833, 2.4125, 2.6162)
C (-5.9199, 1.3204, 2.3839)
C (-0.6019, 2.7372, 2.0142)
C (-5.1418, 2.3482, 2.8871)
C (5.7516, -1.4541, -1.5552)
C (-0.6578, 0.0260, 1.8000)
C (2.1585, -0.3535, -1.6093)
C (1.4105, -1.0947, 2.3500)
C (-0.6754, -2.0849, 2.9694)
C (-0.8191, 2.9775, 3.3654)
C (-5.3316, 0.3750, 1.5567)
C (-1.4623, -3.4991, -3.0305)
C (0.3470, 3.5129, 1.3443)
C (0.0079, 1.8492, -4.6229)
C (0.6607, 4.8718, 3.2949)
C (-3.9853, 0.4590, 1.2757)
C (-2.1383, -4.2907, -2.1297)
C (4.6470, -0.6844, -1.7915)
C (3.3800, -1.0821, -1.3228)
C (4.3785, -3.0479, -0.3351)
C (-1.7735, -1.5062, -1.6268)
C (-1.3513, -1.0175, 2.4042)
C (3.2796, -2.2758, -0.5784)
C (0.7068, -2.1259, 2.9495)
C (0.9690, 4.5805, 1.9780)
C (-2.4629, -2.3609, -0.7349)
C (-2.6388, -3.7036, -0.9732)
C (0.7193, 3.0907, -0.0535)
H (-0.4062, 4.2364, 5.0438)
H (-2.4320, -1.0010, 2.4435)
H (-2.8263, -1.9493, 0.1915)
H (1.6826, 5.1706, 1.4188)
H (-1.2319, -2.8902, 3.4348)
H (-1.0479, -3.9383, -3.9294)
H (-0.5562, -1.7746, -4.8486)
H (-1.4619, 2.3122, 3.9248)
H (-3.5335, -0.2046, 0.5544)
H (4.7278, 0.2408, -2.3420)
H (6.7302, -1.1730, -1.9152)
H (1.2301, -2.9538, 3.4053)
H (-3.1647, -4.3039, -0.2421)
H (1.1487, 2.3505, -6.2139)
H (-2.2557, -5.3512, -2.3068)
H (2.4920, -1.1238, 2.3134)
H (2.2991, -2.5596, -0.2195)
H (4.3098, -3.9666, 0.2273)
H (-5.9312, -0.4102, 1.1136)
H (-6.9800, 1.2747, 2.6044)
H (1.1147, 5.7240, 3.7843)
H (-3.2147, 3.2452, 3.0059)
H (-5.6018, 3.1159, 3.4997)
H (1.3053, 0.7523, 1.3078)
H (0.4298, 3.6422, -5.3607)

Calculated values
net charge = -2
frontier orbital gap (spin up / spin down) = 0.12868 / 0.12913 hartree
DFT total energy = -104502.16315 eV

Here are the Mulliken charges for atoms 1 to 2, given in e: -0.050, -0.655